A 16-piece molecular cluster, H32O16 overall in a non-equilibrium geometry, computed with the ωB97M-V functional and the def2-TZVPD basis.

XYZ file:
```
48
H32O16 (the ωB97M-V functional and the def2-TZVPD basis)
H 1.052 1.890 -0.601
O -1.179 2.345 1.616
H -1.430 0.336 1.826
H -1.160 2.618 -0.401
O 1.651 2.624 -0.676
H 2.890 -0.358 1.624
H -1.434 -1.266 1.915
H 0.644 -0.473 0.397
H -0.372 1.927 1.915
H 0.965 1.189 3.050
H 0.665 0.594 -2.514
H 1.071 1.477 -3.736
H -0.522 -0.249 -0.704
O 0.666 -0.287 4.191
H 1.159 2.652 2.565
H -3.293 -0.181 -0.651
O -1.259 2.331 -1.276
O 1.218 1.745 2.293
H -0.017 -0.498 4.759
H -1.732 -0.605 -2.447
H -0.058 -2.137 -3.712
H 1.688 -2.231 1.968
O 3.038 0.149 0.820
H -1.738 -2.355 -0.194
H 2.440 -0.093 -2.034
H 1.125 3.414 -0.886
O 0.815 -1.881 1.864
H -3.049 -2.196 0.597
O 0.200 0.148 -0.183
H -0.033 -0.805 -4.095
O -0.433 -1.331 -3.409
H 2.905 -0.645 -0.807
O -2.193 -2.671 0.586
H 1.581 -2.298 -1.300
H -0.833 2.889 -1.946
O -2.142 -0.168 -1.713
O 1.196 -3.177 -1.348
O -1.561 -0.429 2.393
O -3.830 -0.196 0.206
H -1.179 3.078 2.184
H 0.326 -2.699 2.072
O 1.362 0.984 -2.983
O 2.855 -0.883 -1.716
H 0.535 -0.814 3.354
H -2.175 0.754 -1.880
H -4.254 0.634 0.338
H 1.525 -3.618 -2.110
H 2.315 0.753 0.779
```

The HOMO energy comes out at -10.1 eV. The energy relative to the best compared isomer or geometry (same formula, charge and spin) comes out at 110.1 kcal/mol.